2 unconnected molecules or ions with the total composition C4H9N5 in a non-equilibrium geometry, computed with wB97M-V/def2-TZVPD.

The max |F| is 2.315 eV/Å. For the relative energy (zero: lowest compared OMol25 entry of this formula, charge and spin), the calculation gives 3.790 eV. Its SMILES is [H]/N=C(\C)NC.[H]/N=N/C#N. The calculation puts the HOMO-LUMO gap at 0.2840 hartree. The value obtained for the HOMO energy is -9.0215 eV. The total charge is 0.

Structure (XYZ):
```
18
Properties=species:S:1:pos:R:3:forces:R:3:mulliken_charge:R:1
N -1.2041 -0.3293 0.0507 -0.39 0.11 -0.49 -0.2026
H -2.4183 -2.0387 -0.0165 -0.06 -0.09 0.31 0.2712
C 0.0860 -0.3391 0.6298 1.12 -1.13 1.16 0.3188
H 0.2770 1.7938 0.5916 0.05 -0.01 0.18 0.2802
C -2.2457 -1.1681 0.6229 -0.41 -0.24 0.29 -0.8290
H 1.7591 -1.2328 0.9189 -0.39 0.07 0.84 0.2616
C 0.5316 0.9595 1.2510 0.10 0.31 -0.58 -0.9957
H -2.0059 -1.5107 1.6339 0.13 0.02 -0.21 0.2948
H 3.3730 0.6108 -1.5249 -0.41 -0.59 -0.14 0.2452
C 0.4102 1.0143 -2.2293 -2.21 0.37 -0.60 0.6109
N 0.7695 -1.4232 0.7419 -0.43 0.68 -1.58 -0.6665
H -3.1775 -0.5994 0.6845 0.00 -0.08 -0.01 0.2989
N 2.3978 0.9033 -1.3545 -0.09 0.50 -0.19 -0.1907
H 0.0061 1.1079 2.1981 -0.11 -0.07 -0.09 0.3121
H 1.6054 0.9572 1.4488 -0.13 0.01 0.01 0.3683
H -1.1542 -0.5753 -0.9393 0.30 0.29 0.49 0.2405
N 1.6624 0.4829 -2.2655 1.33 0.26 0.24 -0.2304
N -0.6723 1.3870 -2.4422 1.60 -0.41 0.37 -0.3875
```
Forces are in eV/Å.